No. 1
C5H10O2 | wB97M-V/def2-TZVPD

ΔE to the lowest compared entry with this formula, charge and spin (kcal per mole): 130.42
E_LUMO (eV): -1.41
Frontier orbital gap (eV): 7.4

XYZ file:
```
17
Properties=species:S:1:pos:R:3:forces:R:3
C -1.538 1.396 -0.003 -0.372 -1.319 -0.316
C -0.548 0.830 -1.042 1.416 4.633 -0.854
C -0.627 -1.048 -0.697 1.395 -2.591 1.328
O -0.784 0.870 -2.279 0.009 -1.151 1.848
O -1.341 -1.506 0.158 0.593 1.065 -0.827
H -0.548 -1.506 -1.702 -0.179 0.457 -0.007
H -1.255 1.077 0.999 -0.016 0.024 0.021
H -1.514 2.483 -0.069 0.156 -0.070 -0.168
H -2.534 1.023 -0.236 -0.116 0.165 0.147
C 1.353 -0.696 -0.084 -1.793 -1.261 -0.681
C 1.344 -0.593 1.398 0.186 0.003 0.184
H 0.385 -0.898 1.824 -0.037 -0.009 -0.085
H 1.997 -0.016 -0.631 -0.451 0.202 -0.136
H 1.449 -1.693 -0.505 0.286 -0.220 0.275
H 0.475 1.143 -0.681 -0.882 -0.032 -0.698
H 1.590 0.413 1.740 -0.100 -0.037 -0.013
H 2.097 -1.280 1.809 -0.095 0.142 -0.020
```
Positions in Å, forces in eV/Å.


No. 2
C4H9NO2 | wB97M-V/def2-TZVPD

Total charge: +1
ΔE to the lowest compared entry with this formula, charge and spin (kcal per mole): 23.97
E_LUMO (alpha / beta) (eV): -3.53 / -8.84
<S²>: 0.75
Frontier orbital gap (alpha / beta) (eV): 12.3 / 7.0
Spin multiplicity: 2

XYZ file:
```
16
Properties=species:S:1:pos:R:3:forces:R:3
O -2.038 0.302 0.327 -0.407 0.005 0.601
C -1.139 0.291 -0.442 0.146 -0.154 -1.150
O -1.212 0.260 -1.780 -0.350 0.036 0.891
C 0.348 0.324 -0.068 0.587 1.941 1.416
C 0.875 -1.061 0.232 0.222 -1.606 0.287
C 2.384 -1.219 0.503 0.094 0.654 -0.959
N 0.413 1.197 1.132 -1.129 0.009 -1.102
H -2.167 0.271 -1.968 -0.047 -0.093 -0.442
H 0.830 0.937 -0.827 0.515 -0.677 -0.258
H 0.545 -1.737 -0.563 0.154 0.312 -0.248
H 0.357 -1.490 1.090 -0.362 0.470 0.178
H 2.891 -1.599 -0.383 -0.069 -0.188 0.047
H 2.875 -0.257 0.671 -0.087 -0.061 0.409
H 2.563 -1.899 1.328 0.037 0.055 0.103
H -0.335 1.137 1.833 0.218 -0.531 0.116
H 0.751 2.155 1.024 0.479 -0.173 0.109
```
Positions in Å, forces in eV/Å.


No. 3
C11H30BrNbO13P3S | wB97M-V/def2-TZVPD

Total charge: -1
E_LUMO (eV): 1.95
Frontier orbital gap (eV): 7.7

XYZ file:
```
60
Properties=species:S:1:pos:R:3:forces:R:3
O 5.281 1.785 -0.720 0.019 0.418 0.004
C 4.744 2.671 -1.323 0.035 0.077 -0.400
O 4.005 3.642 -0.770 -0.180 -0.408 0.466
C 2.623 3.718 -1.284 -0.052 0.344 -0.202
C 1.864 2.427 -1.108 -0.480 -0.244 0.092
Nb -0.185 2.569 -2.069 -0.309 1.007 0.676
C -1.201 4.238 -0.889 -0.492 0.462 -0.304
C -2.339 5.050 -1.386 -0.391 0.438 0.359
O -3.140 5.706 -0.804 0.314 -0.469 -0.104
Br -2.520 5.021 -3.364 0.073 -0.025 -0.357
P -0.301 0.320 -0.709 0.368 -0.253 -1.107
O -1.018 -0.899 -1.522 -0.097 -0.103 -0.084
O 1.162 -0.386 -0.442 0.047 -0.181 0.136
S -1.124 0.647 1.032 0.054 0.314 -0.005
H 4.861 2.798 -2.420 -0.157 -0.180 0.114
H 2.649 4.077 -2.320 0.154 -0.219 0.058
H 2.184 4.519 -0.685 0.097 -0.050 -0.046
H 1.725 2.213 -0.039 0.194 -0.060 -0.108
H 2.399 1.582 -1.553 0.027 0.157 0.049
H -1.708 1.828 -2.723 0.503 -0.657 0.722
H 0.453 1.493 -3.403 -0.444 0.462 -0.091
H 0.371 3.737 -3.335 0.470 -0.523 0.132
H -1.548 3.861 0.086 0.313 -0.014 -0.059
H -0.429 5.006 -0.687 0.090 -0.289 -0.058
H -0.569 -1.733 -1.338 -0.096 0.008 0.131
H 1.688 -0.365 -1.253 -0.026 -0.002 0.052
C -4.078 -1.471 1.536 0.016 0.036 -0.027
O -5.317 -1.520 2.279 0.069 -0.004 0.031
P -6.697 -1.140 1.634 -0.051 -0.059 -0.055
O -6.736 -1.045 0.171 0.036 -0.001 0.071
O -7.169 0.175 2.395 0.059 0.056 -0.016
C -6.389 1.363 2.179 -0.064 -0.010 -0.027
O -7.653 -2.218 2.289 -0.029 -0.005 -0.050
C -8.950 -2.394 1.705 0.017 0.002 0.064
H -3.380 -0.856 2.095 0.011 0.004 -0.008
H -3.688 -2.482 1.445 -0.033 -0.022 0.012
H -4.229 -1.044 0.547 -0.018 -0.012 -0.003
H -5.924 1.357 1.192 -0.019 0.002 -0.014
H -5.622 1.437 2.948 0.014 -0.012 -0.002
H -7.068 2.209 2.247 0.014 0.012 0.019
H -8.870 -2.964 0.781 0.009 0.008 -0.013
H -9.422 -1.434 1.496 -0.004 0.007 0.020
H -9.539 -2.940 2.436 -0.028 -0.014 -0.030
C 3.438 -1.895 1.620 0.079 -0.077 -0.034
O 3.949 -2.500 0.415 -0.053 0.115 0.005
P 5.314 -3.278 0.356 -0.123 -0.051 -0.021
O 5.937 -3.594 1.647 -0.017 0.054 -0.002
O 6.224 -2.454 -0.645 0.083 -0.004 0.052
C 6.697 -1.168 -0.201 -0.009 0.011 0.023
O 4.922 -4.515 -0.550 0.028 -0.043 0.070
C 5.821 -5.629 -0.586 -0.027 0.036 -0.058
H 3.234 -0.852 1.402 -0.017 0.044 -0.019
H 2.511 -2.394 1.887 -0.020 -0.016 -0.013
H 4.164 -1.992 2.426 -0.015 -0.011 0.003
H 6.870 -1.168 0.876 0.035 -0.053 0.000
H 5.973 -0.399 -0.458 0.010 0.001 -0.026
H 7.636 -0.981 -0.714 -0.010 0.015 -0.026
H 5.726 -6.217 0.325 0.005 0.008 0.015
H 6.854 -5.299 -0.697 0.001 0.006 -0.020
H 5.533 -6.223 -1.450 0.020 -0.036 0.016
```
Positions in Å, forces in eV/Å.


No. 4
C3H2LiO3Yb | wB97M-V/def2-TZVPD

Total charge: +2
ΔE to the lowest compared entry with this formula, charge and spin (kcal per mole): 0.00
E_LUMO (alpha / beta) (eV): -7.93 / -7.97
<S²>: 0.75
Frontier orbital gap (alpha / beta) (eV): 4.9 / 8.5
Spin multiplicity: 2

XYZ file:
```
10
Properties=species:S:1:pos:R:3:forces:R:3
C -0.742 1.027 0.446 0.914 -0.533 0.323
C -1.795 1.229 -0.384 -1.212 0.090 -1.176
O -2.654 1.342 -1.133 1.361 -0.218 1.161
H -0.015 1.846 0.457 -0.258 -0.178 -0.178
H -1.018 0.668 1.444 -0.089 0.034 -0.354
O 0.295 -1.286 -1.236 -0.785 0.405 -0.260
C 0.699 -0.782 -0.242 0.794 -0.697 -0.141
O 1.572 -0.828 0.560 -0.587 0.990 0.671
Yb 3.137 -0.570 2.692 -0.002 -0.018 -0.048
Li 0.521 -2.648 -2.604 -0.136 0.125 0.003
```
Positions in Å, forces in eV/Å.


No. 5
C33H39ClN2O2PV | wB97M-V/def2-TZVPD

Total charge: +2
ΔE to the lowest compared entry with this formula, charge and spin (kcal per mole): 0.00
E_LUMO (eV): -7.36
Frontier orbital gap (eV): 6.2

XYZ file:
```
79
Properties=species:S:1:pos:R:3:forces:R:3
V -0.028 -0.174 -0.415 0.227 0.278 0.709
O 2.329 -0.930 2.478 -0.094 -0.018 -0.013
C 2.446 -0.513 1.374 0.146 0.187 0.003
O 1.320 -0.117 0.653 -0.641 -0.349 -0.202
C 3.712 -0.331 0.613 0.012 -0.031 0.028
C 4.914 -0.576 1.300 -0.002 -0.025 0.041
C 6.082 -0.422 0.611 0.035 0.015 -0.045
C 6.042 -0.030 -0.743 -0.007 -0.008 -0.015
C 7.214 0.150 -1.520 -0.016 -0.007 0.043
C 7.120 0.529 -2.825 -0.018 0.009 -0.036
C 5.853 0.747 -3.420 0.035 0.007 -0.017
C 4.709 0.583 -2.699 -0.018 -0.010 0.013
C 4.772 0.189 -1.339 0.062 0.013 -0.003
N 3.616 0.034 -0.644 0.029 0.029 -0.081
H 4.889 -0.877 2.337 -0.002 0.004 -0.011
H 7.038 -0.597 1.090 -0.013 0.005 -0.009
H 8.179 -0.019 -1.059 -0.015 0.004 -0.009
H 8.015 0.665 -3.418 -0.018 -0.005 0.012
H 5.801 1.048 -4.459 0.001 -0.005 0.018
H 3.739 0.752 -3.149 0.032 -0.002 -0.007
C -3.323 -3.907 -0.767 -0.011 0.002 0.004
C -2.273 -2.864 -1.151 -0.049 0.029 -0.009
C -2.834 -1.849 -2.152 0.009 -0.040 0.024
P -1.610 -1.967 0.303 0.114 0.175 -0.006
C -0.982 -3.138 1.553 0.065 0.023 0.032
C -0.751 -2.435 2.893 -0.001 -0.038 -0.038
C 0.274 -3.843 1.031 -0.036 0.012 0.006
C -2.928 -0.964 1.013 0.068 -0.124 -0.040
C -4.061 -1.381 1.698 -0.014 -0.059 0.005
C -4.975 -0.447 2.181 -0.051 -0.016 0.037
C -6.211 -0.875 2.924 0.044 0.019 -0.027
C -4.717 0.908 1.956 -0.036 0.025 0.022
C -3.587 1.342 1.281 0.008 0.135 0.002
C -2.697 0.390 0.819 0.128 0.026 -0.078
N -1.503 0.683 0.126 -0.057 -0.171 -0.060
C -0.848 1.908 -0.096 0.188 0.039 -0.232
C -0.073 2.516 0.948 -0.084 -0.162 0.050
C -0.033 1.956 2.341 0.018 0.015 -0.040
C 0.627 3.659 0.647 0.080 0.098 -0.006
C 0.560 4.258 -0.616 0.024 0.060 -0.028
C 1.324 5.515 -0.893 -0.021 -0.025 0.015
C -0.275 3.711 -1.595 0.063 0.064 -0.032
C -1.006 2.569 -1.361 -0.094 -0.143 0.071
C -2.007 2.093 -2.377 0.018 -0.031 0.036
H -3.657 -4.420 -1.670 0.001 0.005 0.010
H -4.199 -3.438 -0.316 -0.006 -0.002 0.001
H -2.936 -4.665 -0.086 0.000 0.006 -0.008
H -1.412 -3.373 -1.592 0.022 -0.003 -0.013
H -3.685 -1.313 -1.728 -0.004 -0.003 0.003
H -3.178 -2.367 -3.047 0.000 -0.005 0.006
H -2.090 -1.112 -2.468 0.011 0.001 -0.004
H -1.786 -3.870 1.671 -0.033 -0.045 -0.005
H 0.023 -1.672 2.815 0.030 0.024 0.000
H -0.411 -3.170 3.624 0.005 0.010 -0.021
H -1.664 -1.981 3.278 0.013 -0.002 -0.005
H 1.098 -3.136 0.913 -0.016 -0.007 0.005
H 0.107 -4.353 0.081 0.000 0.007 0.015
H 0.593 -4.594 1.754 0.000 0.003 -0.006
H -4.238 -2.435 1.881 0.005 0.009 -0.007
H -6.196 -1.940 3.146 0.009 0.000 -0.008
H -7.105 -0.666 2.333 0.009 0.001 -0.002
H -6.308 -0.331 3.864 0.007 0.000 -0.011
H -5.419 1.643 2.331 0.015 -0.006 -0.011
H -3.400 2.399 1.126 -0.012 -0.029 0.005
H -0.580 1.022 2.445 -0.008 -0.021 -0.001
H -0.470 2.682 3.028 -0.013 -0.005 -0.009
H 0.996 1.790 2.663 -0.015 0.014 -0.004
H 1.242 4.117 1.413 -0.015 -0.009 -0.013
H 2.232 5.571 -0.296 -0.008 -0.004 0.000
H 0.705 6.378 -0.632 0.006 -0.016 -0.001
H 1.579 5.604 -1.947 -0.006 -0.003 0.000
H -0.370 4.216 -2.550 0.000 -0.002 0.012
H -2.623 2.936 -2.691 -0.016 0.008 0.019
H -2.663 1.321 -1.982 0.002 -0.003 -0.006
H -1.530 1.713 -3.282 0.020 0.026 -0.006
Cl 0.801 -1.626 -2.077 -0.046 0.133 -0.071
C 0.759 0.152 -2.233 -0.013 -0.201 0.012
H 0.163 0.431 -3.092 0.018 0.075 -0.022
H 1.771 0.541 -2.147 -0.071 0.038 0.020
```
Positions in Å, forces in eV/Å.


No. 6
C4H6N2OS | wB97M-V/def2-TZVPD

ΔE to the lowest compared entry with this formula, charge and spin (kcal per mole): 43.18
E_LUMO (eV): -0.28
SMILES: CC(=S)/N=C/NC=O
Frontier orbital gap (eV): 8.6

XYZ file:
```
14
Properties=species:S:1:pos:R:3:forces:R:3
C 1.353 2.542 -1.037 0.623 -1.672 -1.584
C 0.902 1.046 -1.019 -0.373 1.603 -0.003
S 1.449 -0.176 -1.974 -0.061 0.824 0.485
N -0.197 0.943 -0.146 0.909 0.830 -1.034
C -0.260 -0.138 0.470 -1.131 -1.907 1.450
N -1.288 -0.484 1.303 -1.650 0.556 1.408
C -1.389 -1.777 1.914 -0.091 1.667 -1.516
O -2.314 -1.977 2.635 -0.086 -0.804 0.674
H 1.536 2.927 -0.054 0.005 -0.045 0.724
H 2.306 2.585 -1.627 -1.098 0.379 0.314
H 0.506 3.124 -1.455 0.676 -0.293 -0.036
H 0.456 -0.956 0.414 0.389 0.128 -0.324
H -2.084 0.214 1.607 2.271 -1.836 -1.051
H -0.638 -2.526 1.540 -0.383 0.570 0.493
```
Positions in Å, forces in eV/Å.


What did the first record say?
C5H10O2 | wB97M-V/def2-TZVPD

ΔE to the lowest compared entry with this formula, charge and spin (kcal per mole): 130.42
E_LUMO (eV): -1.41
Frontier orbital gap (eV): 7.4

XYZ file:
```
17
Properties=species:S:1:pos:R:3:forces:R:3
C -1.538 1.396 -0.003 -0.372 -1.319 -0.316
C -0.548 0.830 -1.042 1.416 4.633 -0.854
C -0.627 -1.048 -0.697 1.395 -2.591 1.328
O -0.784 0.870 -2.279 0.009 -1.151 1.848
O -1.341 -1.506 0.158 0.593 1.065 -0.827
H -0.548 -1.506 -1.702 -0.179 0.457 -0.007
H -1.255 1.077 0.999 -0.016 0.024 0.021
H -1.514 2.483 -0.069 0.156 -0.070 -0.168
H -2.534 1.023 -0.236 -0.116 0.165 0.147
C 1.353 -0.696 -0.084 -1.793 -1.261 -0.681
C 1.344 -0.593 1.398 0.186 0.003 0.184
H 0.385 -0.898 1.824 -0.037 -0.009 -0.085
H 1.997 -0.016 -0.631 -0.451 0.202 -0.136
H 1.449 -1.693 -0.505 0.286 -0.220 0.275
H 0.475 1.143 -0.681 -0.882 -0.032 -0.698
H 1.590 0.413 1.740 -0.100 -0.037 -0.013
H 2.097 -1.280 1.809 -0.095 0.142 -0.020
```
Positions in Å, forces in eV/Å.